122
Properties=species:S:1:pos:R:3:forces:R:3:mulliken_charge:R:1 method="wB97M-V/def2-TZVPD" de_lowest_ev=2.141 smiles="C[N+](=O)[O-].C[N+](=O)[O-].C[N+](=O)[O-].C[N+](=O)[O-].C[N+](=O)[O-].C[N+](=O)[O-].COCCOC.COCCOC.COCCOC.COCCOC.COCCOC"
C 3.0877 -2.5172 -3.2741 -0.7 -1.3 0.2 -0.158
N 2.9572 -1.2912 -4.0519 0.7 1.9 -0.2 0.842
O 2.5544 -0.2988 -3.4532 -0.1 -0.7 0.1 -0.419
O 3.3508 -1.2438 -5.1976 -0.1 -0.6 -0.1 -0.567
H 3.2936 -3.3793 -3.9019 0.2 0.3 -0.3 0.347
H 2.1198 -2.6904 -2.8071 0.2 0.1 0.3 -0.051
H 3.8733 -2.4031 -2.5329 -0.1 0.3 0.0 -0.005
C -4.0134 -0.6973 -4.4275 0.3 -0.4 -0.1 -0.553
N -3.3291 -1.7418 -5.2591 0.1 0.3 1.1 0.970
O -2.1320 -1.6254 -5.3661 0.6 0.0 -0.4 -0.549
O -3.9876 -2.6723 -5.6449 -0.3 -0.3 -0.5 -0.567
H -3.3973 -0.5902 -3.5363 -0.1 0.0 0.1 0.005
H -4.9861 -1.1286 -4.2195 -0.2 0.5 0.0 0.365
H -3.9790 0.2370 -4.9794 -0.3 0.0 -0.1 0.322
C -1.4222 -3.9832 -2.1293 -1.3 -0.2 -0.3 -0.470
N -0.0383 -4.4316 -1.8142 -1.2 0.4 -0.8 0.964
O 0.6230 -3.7226 -1.0935 0.5 0.0 0.3 -0.518
O 0.3028 -5.4608 -2.3483 0.6 -0.2 0.2 -0.585
H -1.9904 -3.7671 -1.2280 0.4 -0.1 0.2 -0.018
H -1.9103 -4.7772 -2.6858 0.2 -0.2 0.1 0.407
H -1.4964 -3.0886 -2.7452 0.8 0.1 0.1 0.221
C 0.1249 5.1253 -3.2244 0.6 0.2 0.7 -0.737
N 0.2941 3.6578 -2.9141 -1.6 -0.1 -0.6 0.891
O 0.7214 2.9399 -3.7988 0.3 0.5 0.6 -0.520
O -0.1845 3.2661 -1.8620 0.6 0.1 0.0 -0.432
H -0.6273 5.5738 -2.5809 -0.3 -0.5 -0.1 0.169
H -0.0971 5.2400 -4.2775 0.2 -0.1 0.0 0.331
H 1.0464 5.6205 -2.9185 0.2 -0.1 -0.4 0.317
C -1.1366 -0.9564 4.2350 -1.1 0.4 -0.4 -0.811
N -1.1316 0.4857 3.8414 0.6 -0.4 0.5 1.051
O -0.1001 1.0804 4.0753 0.0 0.4 -0.2 -0.601
O -2.1453 0.9607 3.3860 -0.1 0.2 -0.2 -0.572
H -2.0878 -1.3230 3.8618 0.2 -0.4 0.0 0.268
H -1.1595 -0.9529 5.3200 0.4 -0.2 0.0 0.431
H -0.2838 -1.4505 3.7866 0.1 0.0 0.2 0.253
C -6.5022 -0.8727 -1.1830 0.2 0.2 -0.4 -0.257
N -7.4640 -2.0151 -1.1830 -0.2 0.3 0.2 0.964
O -8.1518 -2.1646 -0.1972 0.1 -0.1 0.1 -0.569
O -7.5529 -2.6623 -2.2065 0.2 0.0 0.1 -0.556
H -7.0966 0.0356 -1.2545 0.0 0.0 -0.1 0.351
H -5.8834 -1.0141 -2.0619 0.0 0.2 0.0 -0.109
H -5.8960 -0.7996 -0.2855 -0.2 -0.4 0.2 0.186
C 7.2132 3.4057 3.8480 -0.3 -0.6 -0.5 -0.578
O 6.0126 3.2127 4.5629 0.1 0.3 0.2 -0.371
C 4.8804 2.8701 3.7814 0.1 1.4 0.8 -0.662
C 5.0540 1.6388 2.9768 -1.1 -2.0 -0.3 0.371
O 5.4988 0.5465 3.7787 0.9 0.6 0.1 -0.429
C 5.7512 -0.5889 3.0111 0.7 -1.2 -0.3 -0.489
H 7.4518 2.4948 3.2887 0.2 0.1 -0.1 0.188
H 8.0356 3.5763 4.5366 -0.2 0.2 0.2 0.255
H 7.1224 4.2367 3.1431 0.1 0.1 0.0 0.278
H 4.5581 3.6986 3.1344 0.5 0.0 -0.4 0.353
H 4.0666 2.8849 4.5063 0.0 -0.9 0.1 0.325
H 5.6474 1.7536 2.0642 0.4 0.2 0.3 0.170
H 4.0773 1.2702 2.6204 -0.2 0.7 -0.3 -0.106
H 6.1482 -1.4084 3.6167 -0.8 0.1 0.7 0.378
H 6.5815 -0.5635 2.2926 -0.2 1.1 -0.3 0.194
H 4.8599 -0.9059 2.4635 -0.1 -0.1 0.0 0.150
C 7.8750 0.7071 -3.7748 -0.6 0.5 -0.3 -0.761
O 7.8498 0.0121 -2.5566 -0.2 0.3 0.2 -0.383
C 6.7480 -0.8681 -2.4521 0.4 0.0 -0.6 -0.540
C 6.4738 -1.2197 -1.0097 0.1 -1.1 0.2 -0.670
O 5.9188 -0.2380 -0.1628 0.1 0.1 -0.1 -0.208
C 5.1017 0.7201 -0.7847 0.3 0.8 -0.4 -0.489
H 7.9053 0.0762 -4.6712 0.4 -0.3 0.2 0.316
H 8.7127 1.3986 -3.7593 0.1 -0.1 0.0 0.270
H 6.9591 1.3001 -3.9132 0.0 0.1 0.2 0.302
H 7.0115 -1.7511 -3.0507 -0.2 -0.4 0.4 0.537
H 5.8635 -0.4667 -2.9648 0.0 0.3 0.2 0.306
H 7.3770 -1.5962 -0.5228 0.3 0.5 -0.1 0.335
H 5.8785 -2.1456 -0.9803 -0.6 0.2 -0.3 0.341
H 4.2252 0.3159 -1.3026 0.0 -0.1 0.1 0.167
H 5.6779 1.3224 -1.4993 0.0 -0.2 -0.2 0.266
H 4.7974 1.4501 -0.0343 -0.2 -0.3 0.2 0.234
C -2.5868 -0.8961 0.1703 0.6 -0.6 -0.6 -0.388
O -2.0839 -0.8926 -1.1620 0.2 -0.9 -0.8 0.104
C -1.0080 -0.0661 -1.5365 0.0 1.9 1.2 -0.830
C 0.3389 -0.2903 -0.8521 -0.6 -0.1 -0.5 -0.037
O 0.2380 -0.0834 0.5502 0.1 -0.6 -0.2 -0.122
C 1.5040 0.1071 1.1228 0.8 1.8 0.7 -1.203
H -2.8521 0.1181 0.4730 -0.4 -0.1 0.2 0.152
H -1.8964 -1.3408 0.8917 0.3 0.3 -0.1 0.251
H -3.3811 -1.6380 0.0693 -0.6 0.6 0.4 -0.011
H -1.2886 0.9743 -1.3103 0.0 0.1 0.2 -0.079
H -0.9030 -0.0312 -2.6211 0.1 -0.7 -0.1 0.530
H 1.0471 0.4298 -1.2672 0.0 0.0 -0.2 0.547
H 0.6705 -1.2998 -1.1051 0.3 -0.1 0.4 -0.076
H 1.4649 0.0838 2.2135 -0.3 -0.8 0.0 0.276
H 1.8336 1.1545 1.0019 -0.1 0.0 -0.5 0.379
H 2.3515 -0.4663 0.7376 -0.4 -0.6 -0.1 0.438
C -3.5304 -3.9688 2.3923 -0.6 -1.2 -0.5 -0.617
O -2.8684 -3.6556 3.5935 0.1 0.0 -0.3 -0.215
C -3.4406 -4.4039 4.6644 -0.1 0.3 0.2 -0.613
C -2.9359 -3.8759 6.0209 1.1 0.6 -1.2 -0.343
O -3.8260 -3.1144 6.7942 -0.5 -1.2 0.7 -0.440
C -4.0889 -1.8434 6.2905 -0.5 0.3 -1.4 -0.546
H -3.8863 -5.0110 2.3770 -0.4 0.1 0.6 0.424
H -2.9281 -4.0660 1.4843 0.6 1.1 0.3 -0.019
H -4.3929 -3.3161 2.2551 0.0 0.1 -0.2 0.299
H -3.1680 -5.4507 4.4905 0.1 0.0 0.3 0.426
H -4.5370 -4.3622 4.6293 0.0 0.2 0.0 0.439
H -2.0984 -3.1923 5.8263 0.3 -0.3 -0.4 0.116
H -2.4890 -4.7356 6.5167 -0.6 0.2 0.9 0.358
H -4.3087 -1.8703 5.2096 0.1 -0.1 0.0 0.173
H -3.2576 -1.1365 6.3912 0.0 -0.1 0.4 0.216
H -5.0156 -1.4643 6.7181 0.3 0.0 0.5 0.342
C -3.3411 6.1660 -0.5470 -0.4 -0.2 -0.4 -0.697
O -3.9781 4.9861 -0.1226 -0.5 0.0 0.3 -0.427
C -3.4934 3.8291 -0.7350 0.7 -0.6 0.0 -0.581
C -4.4319 2.6399 -0.6087 0.2 -0.7 -0.2 0.155
O -5.7269 2.8150 -1.1276 -0.4 0.3 0.0 -0.467
C -5.7861 3.0589 -2.5239 -0.3 0.5 0.8 -0.520
H -2.2710 6.1767 -0.3114 0.0 -0.1 -0.2 0.269
H -3.8092 7.0214 -0.0627 -0.1 -0.2 0.2 0.267
H -3.5417 6.2538 -1.6251 0.5 0.3 0.0 0.301
H -2.5257 3.5479 -0.2981 0.0 -0.2 0.1 0.461
H -3.2442 3.9582 -1.7979 -0.3 0.4 -0.1 0.281
H -4.5375 2.2607 0.4094 -0.2 0.5 0.2 0.355
H -3.9630 1.7890 -1.1357 0.3 0.2 -0.1 -0.077
H -5.1478 3.8987 -2.8038 0.4 -0.3 -0.2 0.283
H -6.7898 3.4306 -2.7257 -0.1 -0.4 -0.1 0.285
H -5.5903 2.1314 -3.0632 0.2 0.1 -0.4 0.101

=====

110
Properties=species:S:1:pos:R:3:forces:R:3:mulliken_charge:R:1 method="wB97M-V/def2-TZVPD" charge=+1
C 2.2938 3.5781 1.2661 0.0 -0.4 -0.1 -0.606
C 2.2505 3.6603 -0.4037 -0.2 0.6 0.4 -0.252
B 0.7833 4.3106 -0.8663 1.5 1.3 -0.4 0.392
O 0.5963 5.7685 -1.1836 -0.4 -2.9 2.9 -0.527
C -0.5245 3.3154 -0.9337 -2.8 -0.3 -0.9 0.310
C -1.8448 3.7777 -1.8317 2.2 1.4 -0.3 -0.719
N -2.8926 3.0001 -1.0083 0.6 -1.7 -0.6 0.197
C -2.5693 3.1178 0.4960 -0.2 0.5 1.7 -0.003
C -3.6031 4.1692 1.2800 0.7 1.1 -0.8 -0.767
C -3.4664 5.7219 0.7343 -0.7 0.3 0.8 -0.159
C -2.2064 6.5114 1.4591 -1.3 -0.8 0.8 -0.382
Br -1.9145 8.2848 0.5162 -0.1 -1.5 0.7 -0.172
C -2.9023 1.6971 1.2784 -0.6 -0.8 -0.5 -0.757
O -2.6444 1.7309 2.7264 0.9 -0.6 -2.6 -0.399
C -1.2092 1.6668 3.0433 1.8 1.2 0.8 -0.192
O -1.1271 3.5243 0.4144 -1.7 -1.0 -0.1 -0.189
H 2.4989 4.6240 1.7643 -0.6 -2.0 -1.1 0.320
H 3.1991 2.8862 1.5342 -1.9 1.2 -0.4 0.255
H 1.2797 3.1142 1.6743 2.3 1.0 -0.7 -0.002
H 3.1214 4.3895 -0.7018 -1.6 -1.6 0.3 0.242
H 2.4101 2.5637 -0.8266 -0.2 2.4 0.9 0.003
H 0.3479 6.1557 -0.2758 0.5 -0.3 -2.0 0.309
H -0.3680 2.1865 -1.2059 0.1 1.9 0.9 0.005
H -1.8193 3.5316 -2.9985 -0.4 0.0 2.8 0.390
H -1.8686 4.9574 -1.7297 -0.6 -2.6 0.0 0.294
H -2.6390 1.9870 -1.2132 -0.5 1.2 0.1 0.364
H -3.8916 3.0658 -1.3024 0.7 0.8 0.1 0.392
H -3.4144 4.2087 2.4435 -0.2 -0.6 -2.5 0.324
H -4.6955 3.7655 1.0882 2.2 0.8 0.4 0.371
H -3.4713 5.7995 -0.4354 0.2 -0.2 2.3 -0.112
H -4.4483 6.2802 1.1201 2.1 -1.1 -1.0 0.418
H -1.2161 5.8903 1.5123 -2.0 1.3 -0.3 0.021
H -2.5918 6.7824 2.5525 1.2 -0.6 -2.4 0.455
H -2.4102 0.7600 0.7283 -0.6 1.9 1.3 0.369
H -4.0769 1.5339 1.1482 2.5 0.4 0.4 0.313
H -0.9686 1.1437 4.0852 -1.0 1.0 -2.4 0.248
H -0.8460 2.7982 3.1579 -0.5 -2.4 -0.3 0.137
H -0.5444 1.1548 2.2186 -1.5 0.9 1.5 0.037
C 1.8350 -1.3821 2.8655 0.4 0.1 0.2 -0.509
C 2.4079 -0.2327 3.6684 0.0 -0.3 -0.3 -0.097
O 1.4839 0.1679 4.6694 -0.4 0.1 0.5 -0.522
H 0.8901 -1.0900 2.3957 0.1 0.0 0.0 -0.037
H 2.5334 -1.7000 2.0864 -0.1 0.0 0.0 0.206
H 1.6171 -2.2370 3.5139 0.2 0.4 -0.3 0.381
H 2.6034 0.6268 3.0206 -0.1 0.1 0.3 -0.046
H 3.3464 -0.5211 4.1518 0.1 0.0 -0.2 0.339
H 1.3234 -0.6000 5.2444 0.1 0.4 -0.3 0.325
C -1.6491 -4.2572 4.0507 -0.2 0.0 0.1 -1.125
C -0.8646 -3.7123 2.8753 0.2 -0.3 0.3 0.075
O 0.5274 -3.7819 3.1470 -0.2 -0.6 0.0 -0.465
H -1.4247 -3.6893 4.9595 -0.1 0.0 -0.2 0.380
H -2.7245 -4.2065 3.8590 0.0 0.0 0.1 0.330
H -1.3752 -5.2984 4.2501 -0.1 0.1 -0.1 0.273
H -1.1251 -2.6655 2.6934 0.2 0.0 0.0 0.198
H -1.0738 -4.2832 1.9653 -0.1 0.3 0.0 0.028
H 0.7501 -4.7164 3.2988 -0.2 0.1 -0.3 0.268
C 4.5396 -1.4383 -1.2894 0.0 -0.2 -0.1 -1.187
C 4.0506 -0.0375 -0.9850 0.4 -0.2 0.0 -0.069
O 4.2698 0.2660 0.3847 0.1 0.2 0.3 -0.436
H 4.0198 -2.1716 -0.6643 0.0 0.1 -0.1 0.337
H 4.3737 -1.6895 -2.3407 0.1 0.0 0.1 0.332
H 5.6079 -1.5322 -1.0688 -0.1 0.1 -0.1 0.280
H 2.9785 0.0458 -1.1858 0.1 0.1 0.2 0.249
H 4.5749 0.7029 -1.5971 -0.1 0.0 -0.2 0.270
H 5.2257 0.1973 0.5508 -0.5 0.1 -0.1 0.248
C -5.4880 6.3881 -3.4242 0.0 0.2 0.1 -1.142
C -4.6955 5.1289 -3.7077 -0.2 0.6 -0.5 -0.216
O -4.9902 4.1402 -2.7320 -0.4 -1.0 0.6 -0.464
H -5.2517 6.7753 -2.4277 0.1 0.0 -0.2 0.245
H -5.2688 7.1620 -4.1651 -0.1 -0.1 0.1 0.366
H -6.5630 6.1807 -3.4385 0.1 0.0 -0.1 0.355
H -3.6219 5.3358 -3.6707 -0.1 -0.2 0.1 0.197
H -4.9358 4.7283 -4.6973 0.1 0.1 0.0 0.369
H -5.9444 3.9575 -2.7787 0.4 0.2 0.1 0.260
C -1.3165 -8.2171 1.6132 -0.2 -0.2 0.0 -1.177
C -0.7202 -6.8292 1.5026 0.1 -0.5 -0.1 -0.045
O 0.3550 -6.6887 2.4195 0.3 0.1 0.3 -0.523
H -1.6766 -8.4012 2.6307 0.0 0.1 -0.1 0.311
H -2.1498 -8.3402 0.9158 0.0 -0.1 0.1 0.343
H -0.5619 -8.9811 1.3994 -0.1 0.1 -0.1 0.308
H -1.4715 -6.0698 1.7384 0.2 -0.2 0.1 0.310
H -0.3461 -6.6422 0.4913 -0.1 0.0 -0.1 0.212
H 1.0204 -7.3620 2.1963 -0.3 0.3 -0.1 0.252
C 4.0834 -7.8692 -0.8446 0.2 0.1 -0.1 -1.083
C 3.3311 -8.5127 0.3017 0.2 -0.1 -0.3 -0.210
O 1.9552 -8.1683 0.2330 -0.5 0.0 -0.1 -0.423
H 3.9766 -6.7800 -0.8117 0.0 -0.1 0.1 0.261
H 5.1468 -8.1212 -0.8035 -0.1 0.0 -0.1 0.343
H 3.6796 -8.1998 -1.8071 0.1 -0.1 0.1 0.345
H 3.7231 -8.1629 1.2612 -0.2 0.0 -0.1 0.271
H 3.4224 -9.6027 0.2683 0.2 0.0 0.1 0.275
H 1.6145 -8.4907 -0.6191 0.1 0.2 0.5 0.240
C 8.0721 -1.3130 -3.8912 -0.1 -0.2 -0.1 -0.996
C 7.5831 0.0879 -3.5869 0.3 -0.2 0.0 -0.223
O 7.8023 0.3913 -2.2171 0.2 0.1 0.4 -0.504
H 7.5522 -2.0463 -3.2661 0.0 0.1 -0.1 0.245
H 7.9061 -1.5641 -4.9426 0.1 0.0 0.1 0.315
H 9.1404 -1.4069 -3.6706 -0.1 0.1 -0.1 0.339
H 6.5109 0.1712 -3.7877 0.1 0.1 0.2 0.226
H 8.1074 0.8282 -4.1989 -0.1 0.0 -0.2 0.317
H 8.7582 0.3227 -2.0510 -0.5 0.1 -0.1 0.290
C -6.3747 -0.1223 -2.6073 -0.1 -0.2 0.1 -1.107
C -4.8836 0.0927 -2.7642 -0.4 0.1 -0.3 0.310
O -4.6360 1.0492 -3.7841 0.2 0.4 0.0 -0.496
H -6.8146 -0.4683 -3.5484 0.2 0.0 0.2 0.293
H -6.5824 -0.8605 -1.8278 -0.1 0.1 -0.1 0.354
H -6.8761 0.8157 -2.3474 0.0 -0.1 0.1 0.298
H -4.3895 -0.8419 -3.0455 0.0 0.3 0.0 0.374
H -4.4384 0.4511 -1.8310 0.0 -0.2 0.3 -0.251
H -5.0719 1.8779 -3.5208 0.2 -0.3 -0.2 0.279

=====

Looking at DFT total energy for the records above, in order, we have -82025.47398; -122816.26507 eV.
Looking at E_HOMO for the records above, in order, we have -0.353; -0.419 Ha.